(1)
DFT (ωB97M-V/def2-TZVPD) results for a 12-piece molecular cluster, C28H80N8O12 overall at a distorted geometry.

Values from the calculation:
- SMILES = NC(N)=O.NC(N)=O.NC(N)=O.NC(N)=O.CC(C)O.CC(C)O.CC(C)O.CC(C)O.CC(C)O.CC(C)O.CC(C)O.CC(C)O
- E_HOMO (eV) = -8.760
- net charge = 0
- Kohn-Sham gap (Ha) = 0.3285
- max |F| (Eh/bohr) = 0.2568
- electronic energy (eV) = -66816.5018

Geometry as XYZ:
```
128
C28H80N8O12 | the OMol25 dataset | ωB97M-V/def2-TZVPD
N 0.57 -0.47 -4.31
C -0.06 -1.34 -5.02
N -1.35 -1.25 -5.00
O 0.57 -2.22 -5.83
H 1.59 -0.59 -4.31
H 0.12 0.23 -3.70
H -1.92 -1.98 -5.57
H -1.91 -0.83 -4.27
N 1.21 -4.95 -1.28
C 0.47 -3.89 -1.26
N -0.25 -3.79 -0.18
O 0.44 -3.01 -2.32
H 1.64 -5.18 -2.17
H 1.35 -5.65 -0.56
H -0.92 -2.99 -0.12
H -0.15 -4.47 0.60
N -2.09 -1.70 -0.35
C -3.11 -2.10 -1.03
N -2.76 -2.37 -2.23
O -4.39 -2.21 -0.60
H -2.24 -1.38 0.66
H -1.20 -1.29 -0.71
H -3.52 -2.46 -2.98
H -1.84 -2.50 -2.50
N 0.10 -0.27 -1.12
C 0.42 0.15 0.11
N -0.56 0.90 0.64
O 1.56 -0.11 0.75
H 0.74 -0.97 -1.51
H -0.54 0.17 -1.80
H -0.43 1.19 1.66
H -1.46 1.09 0.27
C 3.17 -0.99 -2.26
C 3.61 0.15 -3.19
C 3.90 -0.30 -4.62
O 2.82 1.10 -3.29
H 4.07 -1.66 -2.09
H 2.38 -1.59 -2.77
H 2.83 -0.61 -1.25
H 4.55 0.51 -2.86
H 4.36 0.48 -5.17
H 2.97 -0.65 -5.07
H 4.55 -1.12 -4.64
H 2.51 1.30 -2.40
C -2.75 2.89 1.87
C -4.21 3.28 2.01
C -4.36 4.78 2.04
O -4.98 2.82 1.15
H -2.16 3.28 2.67
H -2.33 3.30 0.94
H -2.64 1.81 1.87
H -4.45 2.88 2.95
H -4.31 5.20 1.03
H -3.66 5.30 2.71
H -5.38 5.11 2.15
H -4.88 1.88 1.15
C 1.79 0.73 4.05
C 0.49 0.08 3.71
C -0.18 -0.70 4.88
O -0.40 0.84 3.32
H 1.61 1.48 4.81
H 2.27 1.25 3.23
H 2.51 -0.06 4.36
H 0.81 -0.63 2.92
H -0.99 -1.26 4.54
H -0.56 0.02 5.63
H 0.53 -1.32 5.41
H -0.65 1.42 4.06
C -4.02 0.72 -3.19
C -2.73 1.29 -2.72
C -2.76 2.06 -1.41
O -1.86 0.45 -2.65
H -4.01 0.26 -4.18
H -4.72 1.54 -3.23
H -4.44 -0.04 -2.50
H -2.29 1.95 -3.48
H -1.87 2.54 -1.20
H -3.02 1.37 -0.61
H -3.56 2.78 -1.34
H -2.28 -0.34 -2.26
C 0.14 3.34 -2.91
C 0.75 3.92 -1.59
C -0.14 5.02 -0.98
O 0.96 3.09 -0.65
H 0.58 3.94 -3.65
H -0.95 3.43 -2.95
H 0.38 2.26 -3.05
H 1.73 4.33 -1.75
H -1.18 4.78 -0.90
H -0.14 5.94 -1.65
H 0.27 5.28 -0.03
H 0.21 2.51 -0.45
C 6.02 0.22 -0.25
C 4.96 0.40 0.78
C 4.02 1.54 0.48
O 4.32 -0.59 1.12
H 5.69 -0.14 -1.19
H 6.72 -0.45 0.18
H 6.49 1.23 -0.47
H 5.46 0.76 1.69
H 4.56 2.51 0.50
H 3.25 1.70 1.22
H 3.58 1.44 -0.49
H 3.41 -0.65 0.76
C -2.83 -2.82 3.02
C -3.16 -1.36 2.71
C -3.71 -0.53 3.87
O -2.29 -0.69 2.17
H -2.86 -3.36 2.07
H -3.51 -3.13 3.86
H -1.80 -2.85 3.37
H -3.93 -1.42 1.96
H -4.64 -1.00 4.28
H -3.89 0.50 3.63
H -3.07 -0.51 4.72
H -1.65 -0.32 2.80
C 2.90 -3.27 1.14
C 2.73 -2.84 2.58
C 1.53 -3.43 3.31
O 3.71 -3.04 3.32
H 3.85 -2.96 0.70
H 2.13 -2.77 0.57
H 2.77 -4.36 1.01
H 2.71 -1.73 2.54
H 1.43 -2.83 4.24
H 1.89 -4.41 3.60
H 0.69 -3.36 2.69
H 4.54 -2.65 3.01
```



(2)
DFT (ωB97M-V/def2-TZVPD) results for a 10-piece molecular cluster, C28H82N6O10 overall at a distorted geometry.

Values from the calculation:
- SMILES = COC[C@H](C)N.COC[C@H](C)N.COC[C@H](C)N.COC[C@H](C)N.COC[C@H](C)N.COC[C@H](C)N.CO.CO.CO.CO
- E_HOMO (eV) = -8.804
- net charge = 0
- Kohn-Sham gap (Ha) = 0.3489
- max |F| (Eh/bohr) = 0.0698
- electronic energy (eV) = -59775.4666

Geometry as XYZ:
```
126
C28H82N6O10 | the OMol25 dataset | ωB97M-V/def2-TZVPD
C -3.61 -1.17 0.15
O -3.10 -2.38 0.72
C -3.19 -3.45 -0.27
C -2.87 -4.70 0.47
C -3.92 -5.07 1.51
N -1.45 -4.68 0.90
H -4.42 -1.34 -0.52
H -2.87 -0.69 -0.46
H -3.91 -0.50 0.97
H -4.17 -3.41 -0.71
H -2.41 -3.22 -1.09
H -3.04 -5.49 -0.26
H -4.19 -4.22 2.11
H -3.37 -5.84 2.11
H -4.87 -5.42 1.10
H -1.41 -4.43 1.87
H -1.21 -5.69 0.97
C 3.89 5.37 1.55
O 3.04 4.23 1.60
C 3.50 3.33 2.66
C 2.48 2.18 2.83
C 1.55 2.38 3.99
N 3.12 0.89 2.97
H 4.90 5.11 1.27
H 3.88 5.88 2.53
H 3.52 6.13 0.83
H 4.51 3.05 2.39
H 3.55 3.88 3.61
H 1.91 2.19 1.90
H 0.83 1.59 3.99
H 0.96 3.29 3.92
H 2.09 2.38 4.93
H 3.48 0.73 3.88
H 3.90 0.76 2.29
C 3.92 -2.94 -3.72
O 3.34 -3.28 -2.47
C 2.10 -2.65 -2.19
C 1.32 -3.49 -1.22
C 0.70 -4.60 -1.95
N 0.29 -2.58 -0.62
H 4.09 -1.83 -3.73
H 3.16 -3.26 -4.43
H 4.80 -3.48 -3.93
H 2.30 -1.69 -1.70
H 1.53 -2.40 -3.11
H 2.09 -3.91 -0.54
H 1.47 -5.20 -2.48
H -0.12 -4.30 -2.65
H 0.35 -5.33 -1.21
H -0.11 -2.95 0.23
H 0.72 -1.74 -0.25
C 0.59 0.92 -2.38
O 0.12 -0.04 -3.30
C -1.31 -0.32 -3.19
C -1.70 -1.14 -4.44
C -3.19 -1.35 -4.40
N -1.07 -2.44 -4.55
H 0.31 1.95 -2.59
H 1.70 0.94 -2.35
H 0.28 0.64 -1.37
H -1.49 -0.86 -2.26
H -1.83 0.64 -3.18
H -1.41 -0.52 -5.32
H -3.76 -0.41 -4.70
H -3.51 -1.61 -3.40
H -3.55 -2.15 -5.07
H -0.17 -2.45 -4.96
H -1.06 -2.81 -3.65
C -6.81 0.91 -0.61
O -5.45 1.11 -0.75
C -5.05 2.25 -1.49
C -3.59 2.57 -1.21
C -3.34 3.42 0.11
N -3.02 3.48 -2.26
H -7.30 0.67 -1.55
H -7.36 1.73 -0.15
H -7.01 0.00 -0.02
H -5.28 2.21 -2.56
H -5.71 3.20 -1.10
H -3.06 1.64 -1.20
H -3.71 3.02 1.04
H -3.55 4.48 -0.09
H -2.27 3.51 0.22
H -3.71 4.19 -2.39
H -2.96 3.03 -3.20
C 4.14 1.65 -0.61
O 4.95 1.11 0.37
C 5.86 0.07 -0.02
C 5.17 -1.27 -0.50
C 4.32 -1.82 0.68
N 6.19 -2.32 -0.81
H 3.48 0.94 -1.14
H 4.75 2.09 -1.35
H 3.53 2.43 -0.15
H 6.52 0.32 -0.86
H 6.50 -0.18 0.81
H 4.66 -1.03 -1.48
H 3.64 -1.03 1.05
H 5.05 -2.16 1.45
H 3.75 -2.72 0.39
H 6.89 -1.96 -1.46
H 5.66 -2.97 -1.46
C -0.69 0.16 1.86
O 0.67 -0.27 1.53
H -0.70 1.29 1.97
H -1.23 -0.06 0.98
H -1.12 -0.37 2.72
H 1.21 -0.11 2.28
C 0.07 5.57 0.67
O 0.35 4.96 1.93
H -0.74 5.05 0.18
H -0.27 6.57 0.86
H 0.93 5.50 0.03
H 1.27 4.75 1.99
C 0.00 -2.81 4.02
O -1.21 -2.87 3.30
H 0.92 -2.80 3.38
H 0.06 -1.94 4.74
H 0.07 -3.72 4.67
H -1.04 -2.28 2.53
C -2.28 4.42 4.10
O -1.70 3.42 3.28
H -2.65 5.36 3.62
H -3.10 3.94 4.67
H -1.53 4.78 4.78
H -1.16 3.89 2.61
```



(3)
DFT (ωB97M-V/def2-TZVPD) results for C28H83F2N8O14PbS2 as an isolated structure at a distorted geometry.

Values from the calculation:
- E_HOMO (eV) = -10.860
- net charge = +1
- Kohn-Sham gap (Ha) = 0.2124
- max |F| (Eh/bohr) = 0.2142
- electronic energy (eV) = -103306.1358

Geometry as XYZ:
```
138
C28H83F2N8O14PbS2 | the OMol25 dataset | ωB97M-V/def2-TZVPD
Pb -1.42 -4.09 1.23
N -1.26 -1.93 0.27
S -0.13 -1.02 -0.30
O 0.99 -0.64 0.56
O -0.51 -0.07 -1.35
F 0.69 -2.21 -1.06
S -2.09 -0.66 0.96
O -3.12 -0.05 0.14
O -1.44 0.16 2.00
F -2.92 -1.65 1.96
O -4.14 -1.73 -2.62
H -3.96 -1.21 -3.41
H -3.69 -1.27 -1.92
O -1.76 -3.59 -1.91
H -2.00 -3.07 -2.69
H -1.57 -2.93 -1.24
O -1.18 -0.79 4.69
H -1.34 -0.11 5.35
H -1.20 -0.32 3.86
C -1.52 0.43 -4.49
C -3.05 0.67 -4.78
C -3.42 1.89 -5.57
O -4.76 2.23 -5.57
C -5.34 2.55 -4.32
N -3.49 -0.53 -5.46
H -1.20 1.21 -3.80
H -1.01 0.58 -5.44
H -1.31 -0.52 -4.00
H -3.58 0.62 -3.83
H -3.01 1.74 -6.57
H -2.78 2.69 -5.21
H -6.40 2.78 -4.41
H -5.00 3.42 -3.76
H -5.43 1.69 -3.66
H -3.04 -0.76 -6.34
H -4.42 -0.31 -5.80
C 3.20 -2.31 -2.84
C 4.74 -2.49 -2.82
C 5.18 -3.90 -3.28
O 4.71 -4.85 -2.29
C 4.95 -6.16 -2.58
N 5.37 -1.40 -3.55
H 2.87 -1.34 -2.47
H 2.77 -3.14 -2.27
H 2.81 -2.40 -3.86
H 5.07 -2.35 -1.79
H 6.26 -3.92 -3.19
H 4.84 -4.10 -4.30
H 4.52 -6.54 -3.50
H 4.78 -6.79 -1.70
H 6.03 -6.15 -2.74
H 4.64 -1.10 -4.17
H 5.40 -0.62 -2.90
C 2.58 1.65 -1.70
C 3.96 2.28 -1.87
C 4.41 2.84 -0.55
O 5.70 3.29 -0.60
C 5.77 4.71 -0.82
N 4.89 1.31 -2.42
H 2.04 1.20 -2.53
H 1.90 2.23 -1.07
H 2.85 0.75 -1.14
H 3.89 3.03 -2.66
H 4.17 2.12 0.23
H 3.76 3.66 -0.23
H 5.44 5.29 0.05
H 5.13 5.06 -1.62
H 6.80 5.07 -0.89
H 5.20 0.74 -1.64
H 5.69 1.79 -2.83
C 3.13 0.46 3.98
C 4.57 -0.02 3.78
C 4.90 -0.48 2.46
O 4.30 -1.68 2.03
C 4.28 -1.93 0.64
N 5.48 1.03 4.17
H 2.39 -0.32 3.81
H 2.76 1.25 3.32
H 3.11 0.78 5.02
H 4.80 -0.93 4.35
H 5.95 -0.74 2.34
H 4.66 0.33 1.77
H 5.13 -1.46 0.14
H 3.52 -1.28 0.20
H 4.12 -3.00 0.51
H 5.49 1.74 3.45
H 6.48 0.91 4.19
C 1.76 -2.91 4.54
C 1.14 -2.98 3.13
C 1.83 -4.09 2.29
O 1.17 -4.30 1.01
C 1.94 -5.07 0.07
N -0.26 -3.11 3.33
H 1.29 -3.60 5.25
H 1.62 -1.88 4.87
H 2.83 -3.09 4.51
H 1.28 -2.08 2.52
H 1.80 -5.06 2.81
H 2.86 -3.75 2.16
H 1.76 -6.08 0.46
H 3.02 -5.01 0.23
H 1.70 -4.89 -0.97
H -0.69 -2.33 3.81
H -0.37 -3.84 4.02
C -2.73 3.12 -1.59
C -3.87 3.37 -0.65
C -4.41 4.73 -0.73
O -3.61 5.74 -0.29
C -2.85 6.48 -1.25
N -4.93 2.39 -0.91
H -3.04 2.97 -2.63
H -2.18 2.21 -1.36
H -1.93 3.84 -1.43
H -3.45 3.24 0.35
H -5.27 4.74 -0.05
H -4.83 5.00 -1.70
H -2.31 7.19 -0.62
H -3.51 7.05 -1.90
H -2.14 5.94 -1.88
H -4.38 1.54 -0.88
H -5.50 2.32 -0.08
C -4.87 2.14 5.97
C -5.73 1.68 4.74
C -6.86 0.77 4.89
O -6.19 -0.51 4.93
C -6.20 -1.31 3.75
N -6.17 2.90 4.06
H -5.44 2.67 6.73
H -4.21 2.94 5.65
H -4.27 1.35 6.42
H -5.14 1.21 3.96
H -7.56 0.79 4.05
H -7.31 0.98 5.86
H -7.22 -1.53 3.42
H -5.71 -2.21 4.10
H -5.57 -0.99 2.92
H -5.29 3.37 3.91
H -6.53 2.70 3.14
```



> Which of these has the highest max |F|?

C28H80N8O12



> What is the formula in the second record?

C28H82N6O10



> Which formula does entry 3 have?

C28H83F2N8O14PbS2



> Which of these has the highest electronic energy?

C28H82N6O10